Entry from OMol25: C11H16N4OS in the gas phase in a non-equilibrium geometry (ωB97M-V with the def2-TZVPD basis set).

CARTESIAN COORDINATES (ANGSTROEM)
C1 -2.591679 -3.060002 1.604375
C2 -1.996724 -1.742080 2.416648
C3 -2.310118 -0.316235 1.668790
C4 -1.301423 0.002664 0.385616
C5 0.145206 0.447818 1.015443
C6 1.397978 0.438744 -0.042036
C7 1.439975 -0.992739 -0.905971
N1 1.066740 -2.020567 -1.632958
N2 2.678375 0.400001 0.818566
C8 3.587130 -0.500800 0.248938
S1 5.018183 -0.995242 -0.597803
C9 1.517631 1.769097 -0.992398
O1 2.831024 2.459527 -0.766752
C10 0.302583 2.873213 -0.773566
N3 -0.479403 3.872641 -0.420365
C11 1.505489 1.418431 -2.622906
N4 0.126170 0.993937 -3.124929
H1 -2.536541 -3.967699 2.359399
H2 -1.855781 -3.280583 0.704648
H3 -3.699174 -2.865824 1.276079
H4 -0.866664 -1.941693 2.652070
H5 -2.549948 -1.723397 3.473482
H6 -2.255101 0.547723 2.466521
H7 -3.435912 -0.361453 1.280700
H8 -1.280035 -0.952199 -0.290451
H9 -1.842857 0.867326 -0.231835
H10 0.018598 1.461967 1.615408
H11 0.408889 -0.367047 1.847147
H12 2.666214 2.945226 0.117278
H13 1.730298 2.463475 -3.154344
H14 2.364530 0.680673 -2.937789
H15 0.269823 -0.023936 -3.401405
H16 -0.073474 1.469034 -4.055602

Cartesian forces (eV/Å) of the 2 atoms listed first:
C 1.041 0.470 0.670
C -0.995 -0.442 0.542

The energy relative to the best compared isomer or geometry (same formula, charge and spin) comes out at 215.3 kcal per mole. The net charge is 0. As for the orbital gap: 8.30 eV. Its HOMO energy is -9.8 eV. As for the calculated total energy: -30499.3035 eV.